94
Properties=species:S:1:pos:R:3:lowdin_spin:R:1 method="wB97M-V/def2-TZVPD" total_charge=+1 homo_ev="-9.52 / -10.49" multiplicity=3 relative_energy_kcal_mol=6.3
Pd -0.29 0.01 -0.84 0.71
C -4.47 2.68 -2.10 0.00
C -3.73 1.47 -1.53 0.01
C -3.94 0.24 -2.41 0.00
P -1.91 1.71 -1.22 0.05
C -1.36 3.06 -2.36 0.02
C -1.27 2.51 -3.79 0.00
C -0.01 3.63 -1.93 0.00
C -1.83 2.44 0.46 0.07
C -2.88 3.06 1.10 -0.01
C -2.81 3.44 2.45 0.08
C -3.96 4.12 3.12 0.01
C -1.65 3.13 3.15 -0.01
C -0.57 2.53 2.54 0.07
C -0.63 2.20 1.17 0.02
N 0.39 1.55 0.50 0.48
C 1.72 1.72 0.78 0.02
C 2.22 2.82 1.50 0.09
C 3.56 2.93 1.78 -0.01
C 4.47 1.96 1.34 0.10
C 5.93 2.08 1.64 0.02
C 3.98 0.91 0.57 -0.01
C 2.64 0.78 0.24 0.09
P 1.99 -0.51 -0.89 0.06
C 2.68 -0.04 -2.55 0.02
C 4.15 0.33 -2.68 0.00
C 2.27 -1.09 -3.58 0.01
C 2.74 -2.11 -0.30 0.01
C 4.17 -2.44 -0.70 0.00
C 1.82 -3.27 -0.70 0.00
H -5.54 2.47 -2.13 0.00
H -4.16 2.90 -3.12 0.00
H -4.33 3.59 -1.51 0.00
H -4.13 1.25 -0.54 0.00
H -3.54 0.38 -3.41 0.00
H -5.00 0.02 -2.50 0.00
H -3.44 -0.64 -1.98 0.00
H -2.11 3.85 -2.32 0.00
H -0.55 1.69 -3.83 0.00
H -0.94 3.29 -4.47 0.00
H -2.23 2.13 -4.15 0.00
H 0.76 2.85 -1.93 0.00
H -0.05 4.07 -0.93 0.00
H 0.29 4.41 -2.63 0.00
H -3.80 3.26 0.57 0.00
H -4.84 4.17 2.47 0.00
H -3.69 5.14 3.40 0.01
H -4.25 3.60 4.04 0.00
H -1.60 3.36 4.21 0.00
H 0.30 2.25 3.12 0.00
H 1.54 3.60 1.82 0.00
H 3.92 3.79 2.33 0.00
H 6.10 2.55 2.61 0.00
H 6.43 2.69 0.88 0.01
H 6.42 1.10 1.64 0.00
H 4.69 0.18 0.19 0.00
H 2.09 0.87 -2.76 0.00
H 4.81 -0.52 -2.50 0.00
H 4.44 1.13 -2.00 0.00
H 4.34 0.67 -3.70 0.00
H 2.83 -2.02 -3.45 0.00
H 2.47 -0.73 -4.59 0.00
H 1.20 -1.32 -3.51 0.01
H 2.69 -1.99 0.79 0.00
H 4.26 -2.61 -1.77 0.00
H 4.47 -3.37 -0.21 0.00
H 4.90 -1.68 -0.42 0.00
H 1.79 -3.40 -1.78 0.00
H 0.79 -3.10 -0.36 0.00
H 2.18 -4.20 -0.26 0.00
O -0.02 -1.62 2.02 0.00
H -0.41 -1.83 1.15 0.00
H 0.49 -2.40 2.25 0.00
C -3.95 -3.00 1.83 0.00
N -3.28 -2.14 0.86 0.00
C -3.03 -0.80 1.34 0.00
C -2.58 -2.66 -0.19 0.01
N -1.49 -2.08 -0.63 0.03
N -3.07 -3.84 -0.71 0.00
C -2.22 -4.60 -1.60 0.00
C -4.49 -3.96 -1.00 0.00
H -3.49 -2.86 2.81 0.00
H -3.85 -4.04 1.55 0.00
H -5.01 -2.75 1.91 0.00
H -3.98 -0.34 1.63 0.00
H -2.58 -0.21 0.55 0.00
H -2.36 -0.80 2.20 0.00
H -1.20 -2.52 -1.49 0.00
H -2.17 -4.17 -2.61 0.00
H -2.63 -5.61 -1.69 0.00
H -1.21 -4.68 -1.19 0.00
H -5.06 -3.19 -0.49 0.00
H -4.86 -4.94 -0.70 0.00
H -4.66 -3.85 -2.08 0.00

95
Properties=species:S:1:pos:R:3:lowdin_charge:R:1 method="wB97M-V/def2-TZVPD" homo_ev=-8.97
C 11.14 -3.42 -0.70 -0.13
C 10.36 -2.18 -1.34 -0.25
C 10.70 -0.90 -0.49 -0.23
C 9.53 0.16 -0.39 -0.22
C 8.12 -0.44 -0.04 -0.23
C 7.22 0.48 0.87 -0.21
C 6.54 1.67 0.06 -0.21
C 5.03 1.37 -0.31 -0.20
C 4.00 1.86 0.81 -0.22
C 2.89 2.79 0.22 -0.22
C 1.74 1.99 -0.58 -0.20
C 0.38 2.33 0.13 -0.23
C -0.89 1.67 -0.59 -0.18
C -2.10 1.59 0.46 -0.19
C -2.53 0.12 0.80 -0.14
C -4.02 -0.35 1.03 -0.20
C -3.85 -1.90 1.42 -0.12
C -4.82 -2.73 2.13 -0.08
C -4.66 -4.12 2.50 -0.07
C -3.45 -4.83 2.17 -0.09
C -2.44 -4.08 1.44 -0.08
C -2.63 -2.67 1.07 -0.03
C -4.66 -0.43 -0.46 -0.18
C -4.88 0.97 -1.16 -0.11
C -3.85 1.30 -2.34 -0.16
C -4.64 1.91 -3.59 -0.24
C -4.79 0.91 -4.81 -0.12
C -5.98 -1.27 -0.64 -0.22
B -6.16 -1.72 -2.20 -0.49
O -5.12 -1.72 -3.15 0.14
O -7.45 -2.19 -2.59 0.12
O -7.23 -0.57 -0.35 -0.30
S -7.27 -0.37 1.29 0.98
O -8.59 0.16 1.63 -0.38
O -6.23 0.86 1.58 -0.28
C -4.91 0.47 2.05 -0.45
N -5.11 -0.14 3.38 0.08
C -4.35 1.93 2.49 -0.15
C -3.15 1.87 3.52 -0.10
H 10.68 -4.39 -1.01 0.07
H 12.23 -3.39 -0.93 0.07
H 11.04 -3.37 0.42 0.07
H 10.71 -2.12 -2.41 0.10
H 9.28 -2.47 -1.35 0.09
H 11.56 -0.38 -1.00 0.11
H 11.04 -1.20 0.54 0.10
H 9.82 0.89 0.42 0.11
H 9.49 0.73 -1.36 0.11
H 7.58 -0.63 -1.01 0.11
H 8.29 -1.45 0.43 0.11
H 7.88 0.90 1.67 0.10
H 6.45 -0.17 1.36 0.11
H 6.70 2.61 0.63 0.10
H 7.08 1.80 -0.92 0.11
H 4.88 0.27 -0.42 0.11
H 4.76 1.94 -1.24 0.11
H 4.61 2.50 1.52 0.10
H 3.61 1.02 1.44 0.11
H 2.39 3.30 1.11 0.10
H 3.31 3.63 -0.39 0.11
H 1.82 2.35 -1.64 0.11
H 2.01 0.91 -0.53 0.11
H 0.21 3.43 0.26 0.12
H 0.43 1.86 1.15 0.12
H -1.12 2.34 -1.45 0.10
H -0.54 0.67 -0.93 0.11
H -2.87 2.30 0.10 0.08
H -1.66 2.05 1.39 0.08
H -2.14 -0.42 -0.10 0.10
H -1.94 -0.21 1.70 0.12
H -5.78 -2.27 2.47 0.07
H -5.46 -4.65 3.07 0.10
H -3.24 -5.89 2.43 0.10
H -1.49 -4.61 1.18 0.10
H -1.78 -2.25 0.50 0.09
H -3.91 -0.98 -1.10 0.14
H -4.88 1.76 -0.36 0.11
H -5.89 1.09 -1.64 0.12
H -3.20 2.14 -1.99 0.07
H -3.29 0.41 -2.70 0.11
H -4.00 2.77 -3.97 0.10
H -5.61 2.38 -3.30 0.10
H -4.08 0.05 -4.78 0.06
H -4.65 1.51 -5.75 0.07
H -5.87 0.59 -4.84 0.07
H -6.05 -2.25 -0.10 0.14
H -5.00 -2.63 -3.48 0.13
H -7.55 -3.13 -2.35 0.11
H -4.29 -0.63 3.73 0.09
H -5.53 0.50 4.05 0.10
H -4.21 2.62 1.63 0.10
H -5.21 2.37 3.07 0.12
H -3.56 1.87 4.57 0.08
H -2.37 2.66 3.37 0.07
H -2.63 0.87 3.42 0.07

no.,total energy (eV)
1,-63101.31063
2,-56291.96589